Entry 1:
C25H75N9O11 | ωB97M-V/def2-TZVPD

Geometry as XYZ:
```
120
Properties=species:S:1:pos:R:3
H -22.5663 1.0591 12.2578
H -24.3996 4.4670 10.1967
C -15.3911 -1.5730 9.5864
H -20.9322 -3.6886 6.5643
H -14.8268 -2.4788 9.4209
H -20.7810 2.3240 14.0294
C -18.8535 1.8617 10.8381
H -23.9516 2.7843 9.9921
C -18.5437 4.8054 7.2958
H -15.8902 2.1295 15.2007
H -22.6381 3.9207 11.6584
C -18.2775 7.2645 13.4277
H -16.6350 5.8275 13.0291
H -19.5514 3.3289 9.4646
C -23.4597 0.4466 12.1105
N -20.0112 -4.5109 8.9153
H -21.4623 -3.7824 14.6977
C -17.0349 6.7832 12.6896
H -20.2257 -2.8586 11.6870
H -13.7078 2.9634 15.6343
N -17.8017 3.6301 7.1963
H -21.0341 -4.0918 13.0646
H -21.2405 3.6992 16.3328
H -18.0154 7.4006 14.4849
H -19.6771 -0.0474 10.3028
H -20.7262 3.4901 12.6746
H -22.4333 0.4830 6.4096
H -21.9519 0.9243 8.0724
H -23.8231 4.5808 13.5939
N -20.7959 -3.6756 13.9555
H -19.3834 -3.8949 8.4404
O -19.2158 5.2667 6.3980
H -22.2065 3.8674 8.1841
H -19.3562 0.7322 8.2210
O -19.5596 4.0424 14.2908
H -23.9886 0.5297 13.0658
H -13.9312 2.3783 12.8467
H -14.7174 3.7475 13.7052
C -20.6136 -1.2613 5.8615
O -19.1069 -2.2270 13.2494
C -21.8948 4.1667 14.2966
O -21.2480 -4.9374 10.8422
H -20.9218 -1.0279 7.9294
H -14.9430 0.8096 14.3642
H -15.1542 -0.7632 8.8859
O -21.7786 -1.9282 5.7920
H -19.4212 -2.3672 10.2647
C -20.5458 -0.4127 7.0952
O -22.4596 4.0102 10.6642
H -20.2028 -2.7108 16.1987
N -23.1235 3.8622 13.4344
H -22.7124 -3.6461 6.4914
C -19.8658 -2.6626 14.1407
H -18.4409 2.6520 15.4573
N -19.1938 0.0407 7.4744
C -20.7221 3.3916 13.7703
H -17.7644 3.0632 6.3804
N -19.8102 -2.1894 15.4408
H -15.2138 2.7753 9.1840
N -20.0777 -2.9741 10.7114
C -14.8114 2.6928 13.4046
H -17.1725 -2.5622 10.2226
H -20.2981 0.5335 11.7491
H -18.0884 2.7042 13.7011
H -15.6546 2.6541 12.7121
H -18.5983 -0.0706 11.7644
O -17.0511 3.2271 9.9771
H -20.2573 -5.4074 8.5502
O -23.2541 -1.6828 13.1766
H -20.6982 2.6765 10.3991
C -21.8182 -3.0497 6.6810
H -23.8830 -1.4739 11.2339
N -18.4543 5.4022 8.5631
H -18.0521 4.8988 9.3470
H -16.2470 7.5476 12.7403
H -21.1126 1.6788 6.7795
H -21.8985 -2.7641 7.7436
C -19.3473 0.4864 11.2045
H -17.2830 1.2086 9.3849
H -15.2211 3.1185 10.9605
C -23.5872 3.8080 9.8455
H -23.4043 5.1851 8.1848
C -21.5995 0.7340 7.0548
C -17.4751 1.8642 10.2450
H -17.6170 4.0666 14.6969
H -17.3836 -0.8692 9.9469
H -23.2183 -2.6354 13.0699
C -23.1556 -1.0389 11.9303
O -18.6810 8.4670 12.8406
H -17.2066 6.6960 11.6074
H -17.2985 3.3454 8.0273
C -16.8900 -1.7528 9.5207
H -19.0784 6.1584 8.7614
H -23.9843 0.7743 11.2233
H -16.7923 1.4992 11.0324
C -15.6834 3.3453 9.9930
H -19.0608 6.5001 13.3662
H -18.8886 2.4948 11.7414
C -14.9788 1.8517 14.6616
H -15.4597 4.4040 9.8181
H -22.6680 2.8679 15.8658
O -17.3146 -1.9337 8.2028
C -18.3848 3.3028 14.5775
H -19.7202 -1.9026 5.7565
H -18.0824 -1.3045 8.0154
N -19.8572 2.4465 9.8722
H -21.7750 5.2436 14.2077
H -23.5436 2.9837 13.7291
C -22.1618 3.8422 15.7517
C -23.2292 4.1368 8.4215
H -22.1730 -1.2197 11.4686
O -13.8625 2.0202 15.5061
H -19.0373 -1.5940 15.6392
H -19.2068 8.9537 13.4814
H -15.1271 -1.1523 10.5654
C -20.4654 -4.2091 10.2009
H -22.8213 4.5625 16.2361
H -23.9467 3.5977 7.7854
H -18.9775 0.6491 6.6687
H -20.5341 -0.5865 4.9988
```

Computed properties:
E_HOMO, hartree: -0.344
Molar mass, g mol⁻¹: 677.93
SMILES: COC[C@H](C)N.COC[C@H](C)N.COC[C@H](C)N.NC(N)=O.NC(N)=O.NC(N)=O.CCO.CCO.CCO.CCO.CCO
LUMO, eV: 0.282
Energy relative to the best compared isomer or geometry (same formula, charge and spin), kJ/mol: 58.5
Frontier orbital gap, eV: 9.6

=====

Entry 2:
C25H76O13 | ωB97M-V/def2-TZVPD

Geometry as XYZ:
```
114
Properties=species:S:1:pos:R:3
C 3.0578 -7.9006 3.1605
H -3.6617 -7.1190 -1.1726
H 6.2342 5.1961 -1.5171
H -8.2323 1.0615 0.0463
O -0.2025 1.1042 -1.7325
H 6.6451 1.6270 5.1152
H 5.0126 7.7910 -0.3594
H 6.5663 6.1278 -0.0694
H 4.9606 -0.3105 6.2077
H 1.5724 -10.7633 3.3046
H -3.8642 -1.0513 5.9375
C -4.2982 -7.0217 -0.2931
C -4.5630 6.1818 4.7613
C -1.0711 9.6482 -0.2147
H 7.2454 2.0297 7.4785
C 0.7641 -0.5027 -0.2938
C -3.2411 6.5858 5.5358
O -3.1831 -2.5611 -5.8354
H 2.4402 -7.0992 3.5661
C 6.8046 1.0632 7.2344
C -3.7820 -1.9256 -6.9839
C -0.9284 5.6006 -7.6521
H -0.2221 9.9168 -0.8433
C -4.5818 -0.7987 -6.3759
H -0.8043 5.5052 -6.5734
C 2.7352 -9.2828 3.7181
H 0.2587 -1.4089 -0.6277
H 4.8069 -6.6556 -4.6374
O 6.1031 7.8102 -2.1876
H -0.0020 7.1184 -8.3634
O -0.8815 6.9195 -8.0339
H -4.9155 -0.0605 -7.1051
C 2.8881 -6.3002 -5.3833
O 2.0203 -6.6334 -6.4734
C 5.1639 7.1492 -1.2274
H 5.1497 1.7528 6.1438
H -4.5339 -2.6073 -7.3815
H -3.6666 -5.0614 0.8750
H 7.7317 0.5009 7.1224
C 10.0118 -3.8309 -0.3613
H -5.2605 -7.4059 -0.6317
O 5.6444 -0.1008 5.5673
H -4.5402 -4.6410 -1.2502
H 9.8352 -4.8804 -0.5970
H 4.1885 -8.0347 -5.6850
H -1.9220 5.1685 -7.7714
H -9.5209 1.0135 1.2586
H -5.4873 -1.4269 7.5433
H 1.5709 -0.4834 -1.0266
H -0.2433 3.5564 -8.0456
H -4.3735 -0.4656 9.5153
H 3.5234 -10.0296 3.6228
H -2.9675 -1.7209 -7.6787
H 8.1102 -3.3602 2.1825
H 9.2006 -2.0567 0.6330
H -0.5952 9.3907 0.7315
O -5.1655 -4.8000 -0.5393
H -3.3213 7.4373 6.2116
H -2.6785 5.7843 6.0143
C 8.9660 -3.1050 0.4483
H -5.1835 5.5929 5.4368
H -5.1865 7.0640 4.6164
H -8.2521 2.8617 0.5687
C -0.0417 4.5798 -8.3620
O -1.9159 8.5286 -0.6517
H -0.3963 0.3354 -2.2739
H -3.3381 0.5241 6.6104
H 10.1286 -3.2632 -1.2844
H -11.2777 1.3540 -0.6653
O 1.6574 -9.8506 3.0195
O -3.9499 -0.9608 8.8103
C -4.8257 -0.5805 7.7276
H 6.2323 0.6306 8.0549
H 4.0748 -7.6487 3.4610
H 5.1017 5.2149 -0.2376
H -0.1560 4.6879 -9.4406
H 0.0781 1.4777 0.2417
O -9.1976 2.7759 0.4266
H -2.4788 6.8572 4.8054
H -1.1915 0.2490 0.0026
C 5.7854 5.8653 -0.7831
H -2.7366 -3.3929 -6.0097
H -9.9750 1.6155 -1.7167
H -3.8300 -7.5902 0.5105
H 4.7338 -6.4659 -6.2872
H 0.9975 4.8422 -8.1635
O -4.1685 5.4847 3.6279
H 4.2001 6.8963 -1.6693
H 2.3212 -6.6587 -4.5242
C -9.2507 1.3802 0.2683
H 6.9197 8.0266 -1.7316
H 8.0876 -3.1523 -0.1953
H -1.3976 7.9464 -1.2121
C 4.1920 -6.9636 -5.4830
H -1.7021 10.5367 -0.2408
H 1.1284 -0.6556 0.7221
C -0.2403 0.6316 -0.3672
H -5.0094 0.1196 5.7997
C -4.1826 -0.1479 6.4577
H -5.5741 0.1048 8.1257
C -4.4528 -5.5803 0.3266
H 2.9836 -7.8235 2.0758
C 6.0331 1.1665 5.8907
H -5.4346 -1.2086 -5.8346
H 2.4221 -6.2199 -7.2410
H -10.1617 -0.0386 -1.0723
H 2.5831 -9.1248 4.7858
H 3.1209 -5.2415 -5.2688
H -3.8715 6.1165 2.9691
C -10.2548 1.0235 -0.8453
H -4.1375 -0.1964 -5.5835
H -5.3041 -5.8111 0.9670
H 10.9841 -3.7413 0.1231
O 8.8093 -3.8087 1.7012
```

Computed properties:
E_HOMO, hartree: -0.368
Molar mass, g mol⁻¹: 584.87
LUMO, eV: 0.236
Energy relative to the best compared isomer or geometry (same formula, charge and spin), kJ/mol: 582.5
Frontier orbital gap, eV: 10.3

=====

Entry 3:
C26H11BrF5N4PtS3 | ωB97M-V/def2-TZVPD

Geometry as XYZ:
```
51
Properties=species:S:1:pos:R:3
F -0.1438 -5.9592 -4.2657
C 1.9063 3.3482 -0.0876
C 2.1442 0.8817 0.0550
C -0.2250 4.1808 -0.7996
H -1.6978 2.6674 -1.1519
F 1.0752 -3.5250 -4.1910
H 1.4841 5.4220 -0.3079
C 2.3985 -1.4493 0.0895
F -2.3853 -4.9403 -0.2854
N 1.5632 -0.3240 0.0312
H 1.0432 -2.6291 1.2503
C 1.3888 2.0325 -0.1679
H 2.9379 3.4803 0.2155
F -1.8929 -6.6292 -2.2929
C -0.0437 -2.9958 -2.1837
Br 5.2260 -5.1886 0.3139
N -2.6400 5.9059 4.4495
C -4.7548 4.8347 1.6987
C 4.5009 -2.5406 -0.4468
H 2.5188 -4.6003 1.3610
C 4.0821 -3.6720 0.2270
C 3.6598 -1.4403 -0.5172
C -2.7912 1.7203 1.0511
H 3.9720 -0.5768 -1.0917
F 0.5931 -1.8182 -2.2338
C -1.2785 -5.4389 -2.2628
Pt -0.5412 -0.1081 -0.1019
H 3.2015 0.9719 0.2784
C -1.5255 -4.5524 -1.2360
C -3.7569 3.8076 1.8360
H 5.4691 -2.5196 -0.9284
S -1.2985 -2.3222 0.2636
C -1.8427 1.7603 2.0945
C -1.8330 2.8724 2.9420
C -0.9189 -3.2958 -1.1425
C -2.7708 3.8897 2.8293
H -0.8851 4.9933 -1.0668
S -2.8021 0.4399 -0.1523
S -0.7126 0.4614 2.3835
C -0.3972 -5.1029 -3.2696
C 2.8372 -3.7122 0.8317
H -4.4889 2.6834 0.1743
C -2.7063 5.0158 3.7235
C -0.6870 2.8886 -0.8382
N 0.0678 1.8341 -0.4982
N -5.5582 5.6509 1.5900
C 1.1039 4.4106 -0.3829
C 2.0062 -2.6063 0.7648
H -1.0724 2.9345 3.7100
C -3.7471 2.7302 0.9623
C 0.2178 -3.8713 -3.2238
```

Computed properties:
Multiplicity: 3
E_HOMO (alpha / beta), hartree: -0.146 / -0.195
Molar mass, g mol⁻¹: 845.58
LUMO (alpha / beta), eV: 2.215 / 0.961
Energy relative to the best compared isomer or geometry (same formula, charge and spin), kJ/mol: 32.1
Frontier orbital gap (alpha / beta), eV: 6.2 / 6.3
Charge: -1

=====

Entry 4:
C26H14BBrF4LaN5O4S2Se | ωB97M-V/def2-TZVPD

Geometry as XYZ:
```
59
Properties=species:S:1:pos:R:3
H -0.3135 -3.2878 -0.3319
O -1.4534 -1.0121 -1.1468
F 0.7262 1.9994 1.3285
C -4.0656 -2.1934 -1.0615
C 5.5191 -1.8333 -0.0059
C -4.9465 -3.0531 1.4448
C -2.5533 3.6557 -0.2532
H 3.3452 -5.2461 0.7738
C -5.3042 -2.7981 -0.9392
C -2.5543 6.3910 -0.3592
F 2.8434 1.3374 1.7904
N -0.7228 2.0944 -1.1654
H -0.5986 6.2225 -1.2688
F 1.3754 1.6635 3.5175
O -1.9185 1.2692 0.8508
H -2.5627 7.4728 -0.3808
H -4.4914 3.7720 0.6420
H -5.9445 -2.9354 -1.7992
C 3.1609 1.3841 -1.1750
C 4.7526 -0.6857 -0.4109
H -5.2984 -3.3738 2.4153
H 0.8574 -5.3462 0.3894
C -3.6527 4.3198 0.2359
O -3.1796 1.2620 -1.2411
N 6.8348 -1.8677 0.0880
N 5.6792 -4.0427 0.6762
H -3.7114 -1.8230 -2.0105
S 1.0050 3.9749 -1.8695
Se 7.3351 -3.4684 0.6062
S -2.2029 1.9172 -0.4269
La 0.1182 0.1751 -0.0054
C -5.7230 -3.2336 0.3097
C 3.4396 -3.1770 0.2305
C 2.7751 -4.3850 0.4591
H -3.0798 -2.2880 2.1700
N 1.3530 -2.1039 -0.3027
C 5.3543 0.5176 -0.7956
H -4.4985 6.2573 0.5339
H 2.5051 2.1997 -1.4720
C -3.7104 -2.4526 1.3103
C 2.6875 -2.0444 -0.1437
Br -7.4093 -4.0998 0.4738
N 2.5669 0.2589 -0.8029
C -0.4183 3.3944 -1.2687
H 6.4310 0.5899 -0.7760
C -1.4484 5.7084 -0.8450
C 1.4145 -4.4327 0.2577
O -1.2108 -1.3175 1.0068
C 4.8668 -3.0637 0.3257
C 0.7506 -3.2707 -0.1349
H 4.9587 2.4920 -1.5352
C 4.5462 1.5550 -1.1986
C -3.2605 -2.0298 0.0615
B 1.5665 1.2620 2.2644
C -1.4637 4.3196 -0.8012
C -1.9146 -1.4038 -0.0360
C 3.3471 -0.7815 -0.4424
F 1.1381 -0.1212 2.0720
C -3.6429 5.7086 0.1714
```

Computed properties:
E_HOMO, hartree: -0.312
Molar mass, g mol⁻¹: 909.14
LUMO, eV: -1.218
Energy relative to the best compared isomer or geometry (same formula, charge and spin), kJ/mol: 126.7
Frontier orbital gap, eV: 7.3

=====

Entry 5:
C26H14Cl5NPdS | ωB97M-V/def2-TZVPD

Geometry as XYZ:
```
48
Properties=species:S:1:pos:R:3
C -3.1110 -6.6002 2.7336
C -0.2433 -1.6244 0.6040
H -3.1327 -6.5824 0.5874
N 1.8760 -2.5016 -1.4534
H -2.2423 -3.9955 4.7085
C 4.0731 -2.8782 -2.2796
C -2.9351 -6.0147 1.4869
H -2.9838 -6.3413 4.8597
C -1.7796 -2.5891 2.4410
C 3.0857 -2.0227 -1.7799
S 3.2109 -0.3213 -1.4755
H -3.4396 -7.6292 2.8030
C -1.3081 -0.4666 3.6167
C -1.6716 0.5361 4.4941
H -3.1756 1.2547 5.8416
C -0.5213 1.6438 -0.0857
C -0.9669 2.7948 0.5555
C -2.1566 -1.5664 3.4111
C 0.5298 0.8837 0.3955
C 1.5803 -3.7914 -1.6123
H -4.6950 -0.6542 5.4670
C -2.2697 -3.9593 2.5556
C -2.5021 -4.7048 1.3936
Cl -2.2722 3.7137 -0.0861
C -2.8883 0.4634 5.1612
H -1.0059 1.3756 4.6542
C 0.7080 2.4417 2.2506
H -4.0578 -2.4536 3.9136
C 1.1308 1.3031 1.5704
Cl 2.4042 0.3400 2.2429
C 3.7678 -4.2085 -2.4519
C -3.7414 -0.6133 4.9577
H -0.3630 -0.4207 3.0965
H -2.3564 -4.2370 0.4290
C -2.8621 -5.8759 3.8908
H 4.5164 -4.8858 -2.8433
Cl -1.2880 1.1195 -1.5472
C 2.4972 -4.6869 -2.1203
C -0.3467 3.1951 1.7382
H 5.0489 -2.4807 -2.5198
C -0.9599 -2.2330 1.4091
Cl -0.8826 4.6102 2.5630
H 2.2316 -5.7254 -2.2509
H 0.5819 -4.0913 -1.3197
C -3.3802 -1.6313 4.0935
Pd 1.0460 -0.8136 -0.5346
C -2.4530 -4.5559 3.8089
Cl 1.4566 2.9143 3.7300
```

Computed properties:
E_HOMO (alpha / beta), hartree: -0.280 / -0.280
Molar mass, g mol⁻¹: 656.16
LUMO (alpha / beta), eV: -2.319 / -2.319
Energy relative to the best compared isomer or geometry (same formula, charge and spin), kJ/mol: 0.0
Frontier orbital gap (alpha / beta), eV: 5.3 / 5.3

=====

Entry 6:
C26H16Cl7NiO2P | ωB97M-V/def2-TZVPD

Geometry as XYZ:
```
53
Properties=species:S:1:pos:R:3
Cl 2.2704 -0.0888 0.6295
Cl 3.8755 -5.6709 -1.5612
C -2.2992 -2.4067 -4.1584
H -3.7598 -3.7315 -4.9965
C 0.5801 3.3497 1.5429
C 1.8827 -2.2567 -0.8659
Cl 4.9478 -1.4226 1.5947
C 3.4479 -4.1237 -0.9412
C -1.0056 -4.7042 2.8508
H -6.1553 0.2098 1.4367
H -1.8749 -2.1390 -5.1171
Cl 2.3472 3.3010 1.5993
C -1.0298 -3.9781 0.5593
H -4.7111 -4.3610 -2.8016
O 0.7787 -1.6925 -1.2429
H 0.2671 3.2952 0.5062
H -0.3926 -5.9205 1.1897
H 0.2446 4.2600 2.0236
C -1.4814 -3.4652 3.2563
H -2.0851 -1.5026 2.6339
C 4.2890 -3.4906 -0.0220
C -3.0390 -0.3058 0.2484
C -1.7293 -2.4759 2.3164
C -1.5149 -2.7355 0.9652
O -0.8903 2.2290 -1.0130
C -3.8913 -3.6569 -2.8569
C 2.2727 -3.5179 -1.3588
C -4.2869 -0.6068 0.7794
H -0.9285 -1.1828 -3.0416
H -5.5546 2.5313 0.8845
C -3.5990 2.0348 0.1686
Cl 5.7441 -4.2490 0.4980
Ni -0.0656 -0.1727 -0.4658
Cl 1.2333 -4.2682 -2.5111
C -3.3709 -3.1103 -1.6959
H -0.8361 -4.1685 -0.4887
C -2.3116 -2.2057 -1.7649
H -3.7835 -3.3957 -0.7351
C -2.6880 1.0044 -0.0393
C -1.7723 -1.8581 -2.9972
C -0.7760 -4.9589 1.5052
H -3.3132 3.0518 -0.0686
C -5.1838 0.4247 1.0109
C 2.7554 -1.6454 0.0485
C -4.8419 1.7382 0.6980
H -4.5606 -1.6282 1.0150
C -1.2918 1.1989 -0.5043
C 3.9352 -2.2373 0.4694
H -1.6521 -3.2654 4.3059
Cl -0.1425 1.9751 2.3989
C -3.3553 -3.3021 -4.0890
H -0.8078 -5.4724 3.5871
P -1.7051 -1.4231 -0.2526
```

Computed properties:
E_HOMO (alpha / beta), hartree: -0.294 / -0.294
Molar mass, g mol⁻¹: 698.25
LUMO (alpha / beta), eV: -0.146 / -0.145
Energy relative to the best compared isomer or geometry (same formula, charge and spin), kJ/mol: 9.4
Frontier orbital gap (alpha / beta), eV: 7.8 / 7.8

=====

Entry 7:
C26H16CrF3NO7S | ωB97M-V/def2-TZVPD

Geometry as XYZ:
```
55
Properties=species:S:1:pos:R:3
F 2.7325 0.9512 3.7366
C -4.2329 1.3994 3.7564
C 0.7857 0.4068 -0.9130
C -1.0322 -1.5328 -2.1190
S 0.1445 1.0118 3.7298
F 1.7263 -0.6843 2.6357
C 5.1281 -1.0539 -2.7198
C 3.3240 0.2410 -1.6142
C -0.5331 0.5006 -0.8119
H -4.0076 -2.9525 -2.7863
H -4.8018 -0.9404 -1.6162
H -4.6392 2.3998 3.7620
O -7.3027 -0.4192 3.7508
C -2.8386 -0.2043 -1.2393
O 4.9339 3.1265 -5.0034
C -1.9419 -2.4388 -2.6081
H -0.6126 -1.3666 3.7618
H 5.5118 -2.0026 -3.1070
O -6.9537 1.7232 3.7541
H 6.1236 2.2005 -2.1591
Cr 4.0544 0.6078 -3.6216
C -5.1164 0.3244 3.7559
H 3.1982 -1.8776 -2.1306
H -0.9259 1.3364 -0.2597
C 4.5953 2.1687 -4.4883
C 5.4830 1.3155 -2.1597
C -1.4578 -0.4051 -1.3954
H -1.6025 -3.3055 -3.1554
O -0.2240 1.6950 2.4397
N -6.5443 0.5571 3.7543
H 3.8104 2.3302 -1.1928
H -3.1834 0.6771 -0.7292
C 3.8242 -0.9847 -2.1801
F 1.7235 -0.6831 4.8371
H 6.9745 0.0409 -3.1050
C 2.2621 0.9971 -3.9697
O 1.1642 1.2270 -4.1700
C -2.8876 1.1874 3.7557
C 4.1711 -0.4234 -5.1739
C 5.9540 0.1001 -2.7233
C 2.0160 0.3205 -1.1362
C -3.7427 -1.1100 -1.7369
C 1.7272 0.0710 3.7359
C -3.2963 -2.2349 -2.4093
H 0.0187 -1.6735 -2.2966
C -2.3512 -0.1389 3.7553
C 4.1794 1.3964 -1.6230
H -2.9123 -2.2318 3.7616
H -2.2017 2.0220 3.7646
H -5.3360 -1.7913 3.7627
C -4.6263 -0.9783 3.7580
O 4.2440 -1.0649 -6.1131
C -1.0061 -0.3714 3.7524
O -0.2150 1.7543 4.9884
C -3.2847 -1.2197 3.7584
```

Computed properties:
Multiplicity: 4
E_HOMO (alpha / beta), hartree: -0.052 / -0.196
Molar mass, g mol⁻¹: 595.47
LUMO (alpha / beta), eV: 1.693 / 0.412
Frontier orbital gap (alpha / beta), eV: 3.1 / 5.7
Charge: -1